Entry 1:
Below is a 7-piece molecular cluster, C2H16O6 overall in a non-equilibrium geometry, with properties calculated with the ωB97M-V functional and the def2-TZVPD basis.

Summary:
SMILES	C=C.O.O.O.O.O.O
total energy	-14619.1703	eV
E_HOMO	-10.458	eV

Geometry as ORCA input:
```
! wB97M-V def2-TZVPD RIJCOSX def2/J DEFGRID3
* xyz 0 1
H -1.52358 0.04188 1.48506
H 0.03115 -1.58332 -0.67333
H -1.46436 3.51327 0.36932
H 0.64100 1.21911 2.37787
H 1.12109 -0.18315 -3.05278
H -0.77644 2.85616 1.57535
O 0.81655 -1.84920 -0.14403
O -1.65134 3.02510 1.18145
H 0.93171 2.48878 3.20923
H 3.10922 -2.50725 -3.30676
H 2.96158 -0.07818 -3.07813
H 1.52177 -1.63389 -0.75263
H 0.55707 -1.09043 1.34174
H 1.25965 -2.60846 -3.27217
H -2.18431 1.31226 0.91169
C 2.07423 -0.68204 -3.11978
O -1.42686 -0.91016 -1.38591
H -1.78701 -0.44038 -0.58317
H -2.14225 -1.50990 -1.64053
O 0.27506 -0.59966 2.15487
C 2.15373 -2.00499 -3.23427
O 0.73024 2.20740 2.31157
H 0.25474 -1.22702 2.87417
O -2.23268 0.34803 0.91969
*
```


Entry 2:
Below is one molecule with the formula C8H7BrN2O4 in a non-equilibrium geometry, with properties calculated with the ωB97M-V functional and the def2-TZVPD basis.

Summary:
SMILES	C=C[C@]1([N+](=O)[O-])C=C[C@](Br)([N+](=O)[O-])C=C1
total energy	-89612.9529	eV
E_HOMO	-10.278	eV

Geometry as ORCA input:
```
! wB97M-V def2-TZVPD RIJCOSX def2/J DEFGRID3
* xyz 0 1
C 0.86590 -0.77769 -0.09300
C -1.13337 -0.22627 -1.26638
C -1.89741 0.09075 -0.08245
N -2.58310 1.47136 -0.10882
C 0.09328 -0.68736 -1.29069
H 2.56238 0.46876 -1.34326
C 2.17433 0.49560 -0.34483
H -1.62818 -0.14413 -2.20643
N 1.70273 -1.97357 0.08513
C 2.13118 1.58992 0.34170
H 0.42239 -0.76804 2.05032
C 0.10048 -0.54512 1.14190
O 1.98102 -2.26187 1.22848
O -2.77098 1.97196 0.95432
O -2.92908 1.88199 -1.18303
O 2.02372 -2.53535 -0.92344
H 1.70698 1.49312 1.41798
C -1.14240 -0.13110 1.18362
Br -3.59067 -0.91540 0.22696
H 0.49593 -0.89623 -2.28395
H 2.91037 2.40354 0.30019
H -1.49551 -0.00486 2.19568
*
```


Entry 3:
Below is a 2-piece molecular cluster, C3H9NS overall in a non-equilibrium geometry, with properties calculated with the ωB97M-V functional and the def2-TZVPD basis.

Summary:
SMILES	C=CN.CS
total energy	-15581.1147	eV
E_HOMO	-8.046	eV

Geometry as ORCA input:
```
! wB97M-V def2-TZVPD RIJCOSX def2/J DEFGRID3
* xyz 0 1
H -3.36276 0.07202 1.64703
C 1.33503 0.58517 -1.54429
C 1.22010 -0.65647 -1.04332
H 0.19405 -1.00338 -1.04545
H 3.06407 -0.89883 -0.23551
H -2.08957 -0.73575 0.64334
H 2.02555 -2.18383 0.00823
C -2.45852 0.18902 1.05866
S -1.13073 0.74777 2.25426
H -1.24172 2.05497 1.93237
H 2.25595 1.14645 -1.44653
H 0.52953 1.03764 -2.10021
N 2.26086 -1.39279 -0.53384
H -2.60185 1.03800 0.40528
*
```


Entry 4:
Below is C33H57InNP2Si as an isolated structure in a non-equilibrium geometry, with properties calculated with the ωB97M-V functional and the def2-TZVPD basis.

Summary:
total energy	-68257.0938	eV
E_HOMO (spin up / spin down)	-9.057 / -9.057	eV

Geometry as ORCA input:
```
! wB97M-V def2-TZVPD RIJCOSX def2/J DEFGRID3
* xyz 1 1
H -2.95401 -3.95451 5.33710
H -1.25027 4.26842 -9.25342
H -0.23825 -1.15759 -9.47839
C -2.69526 -3.99516 4.27941
H -3.56551 -1.20086 -7.19930
H -1.54323 -0.08042 3.82841
In -1.63279 0.31332 -0.15819
H -2.37197 1.10622 2.79153
H 0.43831 1.22190 -2.54770
P -0.90318 1.93697 -8.70147
C -1.69110 3.32994 -9.61296
H -1.72018 3.10895 1.35958
C -5.62780 -2.87415 0.70816
H -0.27109 3.88310 0.65326
P -1.18602 -0.72083 -7.26947
H -5.19343 -3.56475 -0.02840
H -3.19877 -1.90847 3.91985
C -0.42589 -0.64106 -3.34510
H -6.22220 -0.05551 2.08519
H -1.66732 -4.08507 0.52529
C -2.55530 -2.88819 2.08981
H 3.48845 0.02747 0.35659
C -2.82388 -2.84753 3.50077
H 1.38064 1.17238 -9.14921
H 0.16463 -2.56421 0.53286
H -1.96918 -1.58135 -9.42230
C 0.76779 2.01772 -9.48378
C 1.86245 0.53574 1.64107
H -1.36112 -0.05593 -3.29993
H -4.96438 -0.59760 3.22158
C -0.64623 3.29957 1.50181
C -1.58892 0.53969 -9.74044
H 1.74332 -2.29677 -3.10772
C 1.79238 -0.36025 -2.19646
H 1.60084 -1.94231 2.83825
Si -4.53846 -1.36546 0.89287
H -2.67988 0.67951 -9.76797
H 0.68119 2.00805 -10.57810
H -1.66245 -2.39867 -3.22887
H 3.19398 -1.13159 1.68126
H -3.99355 -0.91018 -1.52220
H -2.62032 -2.70417 -7.46729
C -1.22890 -0.82069 -9.13758
H 2.92545 2.13550 -0.35773
C -1.89250 -5.23486 2.35725
C 2.19667 2.69070 0.24586
C 0.16481 -1.93945 -6.96412
H -0.17729 -0.74073 -4.42243
C 0.63277 0.14621 -2.63390
H -2.70921 -1.95850 -5.82944
C 3.18978 -0.06878 1.41038
C -4.67643 -0.49322 -0.77014
H 0.21666 -2.17871 -5.89266
H 2.55485 0.30648 -1.78343
H -1.54356 -6.16341 1.90175
H -1.71635 -2.40164 -0.94017
C 0.34517 -2.44804 -0.54127
H 1.99225 -3.65838 -1.12766
H -2.23652 -6.11771 4.30373
H -1.37278 1.65075 4.15835
C 2.17026 -1.80109 -2.22852
C -0.22851 0.95614 2.50368
H -0.11613 -1.72770 3.25256
H -6.62029 -2.56423 0.34534
H -1.53887 3.23640 -10.69690
H 2.76120 3.42246 0.84920
C -0.67450 -2.09089 -2.84240
H -5.71061 -0.67180 -1.11435
C 0.86986 -1.24225 3.25672
H -0.53688 3.92326 2.40435
H 3.96848 0.42684 2.01689
N -2.91587 -1.88600 1.26286
C -2.66523 -1.75886 -6.90864
C -2.26756 -5.20433 3.70605
C -0.70786 -2.27598 -1.35749
C 0.13449 2.04975 1.65934
H 1.53912 3.25512 -0.42840
H 1.14484 -1.05479 4.30907
H -4.65403 0.79345 2.14469
C -1.44650 0.90203 3.35278
H 1.11863 -1.48597 -7.26787
H -5.75217 -3.41129 1.65603
H 2.41313 -2.27400 -0.10904
H -4.53611 0.59264 -0.69962
H -1.19825 0.64141 -10.76233
H 0.05149 -2.76490 -3.32113
C -1.96745 -4.08887 1.57359
C -5.13844 -0.19238 2.21547
C 1.76803 -2.58803 -0.95050
C 1.42252 1.78209 1.12153
C 0.83459 0.01635 2.47672
H 3.26673 -1.87000 -2.32579
H -2.76489 3.33522 -9.38673
H 1.24988 2.94808 -9.15908
H -0.00605 -2.85762 -7.54362
*
```


Entry 5:
Below is one molecule with the formula C13H19N5 in a non-equilibrium geometry, with properties calculated with the ωB97M-V functional and the def2-TZVPD basis.

Summary:
SMILES	C[C@H](/N=C(/NC#N)Nc1ccncc1)C(C)(C)C
total energy	-21239.4379	eV
E_HOMO	-9.219	eV

Geometry as ORCA input:
```
! wB97M-V def2-TZVPD RIJCOSX def2/J DEFGRID3
* xyz 0 1
C -0.82526 -1.15448 -1.58039
H -2.96800 -2.44649 -0.51142
C 3.38980 0.90587 -0.56409
H 5.38734 1.44456 -1.12314
H -4.01636 1.12780 -0.26154
C -3.50491 -1.51863 -0.33171
H 1.82364 2.33764 0.84776
H -1.25802 -1.82721 1.21859
H 0.02403 -0.77058 -2.14284
C 4.66400 -1.19444 0.57683
H -0.46665 -1.88745 -0.86124
N 0.95449 2.33382 0.33140
C 0.39452 1.10660 -0.02853
C -1.83986 -0.93243 1.43438
N -0.78322 1.10640 -0.45957
C -1.58432 0.01197 -0.92879
C -2.57416 -0.42250 0.19141
H 2.93602 1.73853 -1.07878
H 2.73673 -1.89964 1.20132
H -4.28458 -1.71692 0.40053
N 1.24399 0.02628 0.21870
H 0.77577 -0.84087 0.43264
C -3.41269 0.79915 0.58042
C 2.61818 -0.04148 0.11482
N -0.16968 4.50786 0.03472
H -1.48102 -1.66841 -2.27784
C 0.32903 3.48605 0.16970
H 5.21231 -2.01915 1.01235
C 4.76183 0.73003 -0.60473
H -2.19837 0.47329 -1.71487
H -4.07614 0.55675 1.40751
N 5.39707 -0.28473 -0.04492
C 3.28901 -1.12828 0.68522
H -3.98040 -1.20704 -1.25872
H -2.56309 -1.19124 2.20444
H -1.18408 -0.16294 1.83694
H -2.76694 1.62232 0.87345
*
```


Entry 6:
Below is a 2-piece molecular cluster, C4H5BrN2O overall in a non-equilibrium geometry, with properties calculated with the ωB97M-V functional and the def2-TZVPD basis.

Summary:
SMILES	C=N/C=C\Br.N=C=O
total energy	-79296.9211	eV
E_HOMO	-8.656	eV

Geometry as ORCA input:
```
! wB97M-V def2-TZVPD RIJCOSX def2/J DEFGRID3
* xyz 0 1
N 1.19477 -0.05258 1.65541
H -1.34601 -0.43931 -3.89920
N -1.01858 0.19626 -3.17840
C -0.68839 0.11190 0.20940
C -0.05311 0.71841 -2.77842
C 0.27761 0.62742 0.92125
H 1.87506 -1.34561 3.25007
Br -1.42079 -1.62651 0.45385
H -1.14969 0.50072 -0.70618
H 0.43965 1.63269 0.83160
C 1.03810 -0.76301 2.65317
H -0.00713 -0.89685 3.03868
O 0.85850 1.33648 -2.45124
*
```


What did the third record say?
Below is a 2-piece molecular cluster, C3H9NS overall in a non-equilibrium geometry, with properties calculated with the ωB97M-V functional and the def2-TZVPD basis.

Summary:
SMILES	C=CN.CS
total energy	-15581.1147	eV
E_HOMO	-8.046	eV

Geometry as ORCA input:
```
! wB97M-V def2-TZVPD RIJCOSX def2/J DEFGRID3
* xyz 0 1
H -3.36276 0.07202 1.64703
C 1.33503 0.58517 -1.54429
C 1.22010 -0.65647 -1.04332
H 0.19405 -1.00338 -1.04545
H 3.06407 -0.89883 -0.23551
H -2.08957 -0.73575 0.64334
H 2.02555 -2.18383 0.00823
C -2.45852 0.18902 1.05866
S -1.13073 0.74777 2.25426
H -1.24172 2.05497 1.93237
H 2.25595 1.14645 -1.44653
H 0.52953 1.03764 -2.10021
N 2.26086 -1.39279 -0.53384
H -2.60185 1.03800 0.40528
*
```